P) # C7H38O13

A cluster of 14 separate species, C7H38O13 in total (wB97M-V/def2-TZVPD, the Open Molecules 2025 dataset).

Each line ends with the natural charge from an NBO analysis.
Element x y z (Å)
1 C -0.31 -2.94 1.37  -0.589
2 C 0.71 -1.83 1.24  -0.450
3 C 0.26 -0.58 0.68  -0.191
4 C 1.11 0.19 -0.06  -0.233
5 C 0.71 1.70 -0.37  -0.292
6 C -0.50 2.21 -0.30  -0.122
7 C -0.77 3.61 -0.32  -0.657
8 H -0.55 -2.84 2.38  0.208
9 H -1.29 -2.78 0.88  0.173
10 H 0.02 -3.90 1.25  0.224
11 H 1.39 -2.43 0.63  0.218
12 H 1.20 -1.65 2.27  0.210
13 H -0.64 -0.10 0.99  0.209
14 H 2.11 0.09 -0.35  0.200
15 H 1.55 2.24 -0.43  0.159
16 H -1.25 1.41 -0.47  0.220
17 H -1.16 3.60 0.82  0.259
18 H -1.55 3.81 -1.05  0.216
19 H 0.00 4.34 -0.60  0.220
20 H 2.30 -1.65 -3.47  0.496
21 H 1.04 -1.03 -4.09  0.475
22 O 1.55 -1.90 -4.06  -1.006
23 H -1.07 0.13 4.10  0.496
24 H -0.27 1.02 3.28  0.449
25 O -0.92 1.04 3.94  -0.953
26 H -0.02 0.17 -2.01  0.510
27 H 0.88 0.88 -3.03  0.460
28 O -0.01 0.66 -2.93  -0.974
29 H 1.84 1.43 3.28  0.472
30 H 1.91 1.85 1.74  0.494
31 O 2.31 1.53 2.54  -0.969
32 H -2.14 -1.37 2.48  0.473
33 H -3.03 -0.28 3.08  0.494
34 O -2.49 -0.99 3.43  -0.957
35 H -2.35 -2.11 -0.13  0.464
36 H -3.25 -1.06 -0.90  0.480
37 O -3.20 -1.85 -0.30  -0.945
38 H 1.30 3.64 2.69  0.477
39 H 1.58 3.72 1.30  0.440
40 O 0.91 3.83 1.80  -0.910
41 H 3.85 -1.07 -1.84  0.519
42 H 3.75 0.04 -2.94  0.478
43 O 3.36 -0.71 -2.61  -0.965
44 H -2.25 2.34 2.58  0.499
45 H -3.48 2.66 1.58  0.481
46 O -2.89 2.02 1.94  -0.975
47 H 0.83 -2.74 -1.99  0.476
48 H 1.01 -3.86 -2.99  0.490
49 O 1.11 -3.64 -1.94  -0.969
50 H 3.38 -2.14 0.71  0.468
51 H 3.85 -0.68 0.78  0.482
52 O 4.04 -1.63 0.43  -0.942
53 H -1.16 -2.70 -2.36  0.498
54 H -1.61 -1.28 -2.77  0.471
55 O -1.14 -1.70 -2.09  -0.964
56 H -3.34 1.72 -2.90  0.468
57 H -3.53 0.36 -2.66  0.451
58 O -3.69 1.18 -2.21  -0.917

- LUMO energy: 0.02 eV
- Total charge: 0

***

Q) # C7H38O13

A cluster of 13 separate species, C7H38O13 in total (wB97M-V/def2-TZVPD, the Open Molecules 2025 dataset).

Each line ends with the natural charge from an NBO analysis.
Element x y z (Å)
1 C -1.61 -1.81 -3.59  -0.062
2 O -2.05 -0.68 -2.80  -0.779
3 C -0.25 -2.27 -2.98  -0.428
4 C -0.40 -3.55 -2.07  -0.412
5 C -1.28 -3.20 -0.80  -0.389
6 C -0.59 -2.22 0.24  -0.487
7 C -0.29 -0.81 -0.05  -0.183
8 C -1.26 0.07 0.21  -0.444
9 H -2.42 -2.55 -3.61  0.182
10 H -1.56 -1.34 -4.56  0.183
11 H -2.24 -0.83 -1.86  0.498
12 H 0.23 -1.43 -2.50  0.188
13 H 0.32 -2.57 -3.86  0.212
14 H -0.92 -4.37 -2.58  0.203
15 H 0.62 -3.89 -1.96  0.254
16 H -1.46 -4.13 -0.27  0.223
17 H -2.25 -2.77 -1.03  0.186
18 H -1.04 -2.16 1.25  0.232
19 H 0.28 -2.71 0.64  0.217
20 H 0.74 -0.70 -0.48  0.215
21 H -1.26 1.13 -0.03  0.183
22 H -2.23 -0.30 0.60  0.226
23 H -3.34 0.85 3.49  0.478
24 H -2.28 1.16 2.45  0.488
25 O -2.89 0.46 2.74  -0.978
26 H -0.40 4.17 -1.70  0.471
27 H -0.60 2.70 -1.70  0.505
28 O -0.19 3.42 -1.12  -1.016
29 H -0.79 0.57 -2.66  0.522
30 H -0.82 1.83 -3.65  0.487
31 O -0.46 1.48 -2.83  -1.003
32 H 2.92 -2.54 -2.51  0.463
33 H 2.97 -2.71 -1.03  0.491
34 O 2.85 -3.23 -1.84  -0.949
35 H 2.40 2.64 -0.84  0.489
36 H 1.74 3.26 0.32  0.489
37 O 2.53 2.75 0.11  -0.965
38 H -1.95 -1.65 3.68  0.469
39 H -1.17 -0.84 4.58  0.486
40 O -1.57 -1.74 4.56  -0.963
41 H 3.14 -0.02 0.30  0.473
42 H 3.32 0.25 -1.10  0.496
43 O 3.36 -0.53 -0.50  -0.974
44 H -0.94 4.11 1.07  0.492
45 H -0.10 2.85 0.95  0.478
46 O -0.26 3.60 1.52  -0.951
47 H 1.91 1.59 -2.96  0.496
48 H 1.66 0.06 -2.63  0.486
49 O 2.30 0.77 -2.61  -0.970
50 H 1.04 0.74 3.69  0.506
51 H 1.14 -0.50 4.71  0.480
52 O 0.56 0.00 4.14  -1.011
53 H 2.08 2.66 2.90  0.491
54 H 1.76 1.88 1.65  0.500
55 O 1.63 1.85 2.62  -0.970
56 H -0.83 2.56 2.92  0.495
57 H -1.18 2.00 4.20  0.475
58 O -1.62 2.57 3.53  -0.974

- LUMO energy: -0.26 eV
- Total charge: 0

***

Result of the stability comparison: P) is the least stable of them.

***

P) # C4H13NS

A cluster of 2 separate species, C4H13NS in total (wB97M-V/def2-TZVPD, the Open Molecules 2025 dataset).

Each line ends with the natural charge from an NBO analysis.
Element x y z (Å)
1 C -0.33 -4.85 -2.64  -0.631
2 C -1.63 -3.94 -2.22  -0.572
3 S -1.36 -2.36 -2.97  -0.017
4 H -0.64 -5.98 -2.55  0.222
5 H -0.11 -4.51 -3.74  0.215
6 H 0.53 -4.44 -2.09  0.215
7 H -2.67 -4.33 -2.30  0.232
8 H -1.53 -3.96 -1.05  0.208
9 H -2.54 -2.39 -3.61  0.128
10 C 1.04 2.82 1.45  -0.416
11 N 1.75 3.70 2.46  -0.626
12 C 0.88 4.72 3.08  -0.413
13 H 1.59 1.94 1.48  0.189
14 H 1.08 3.19 0.38  0.196
15 H -0.08 2.46 1.76  0.157
16 H 2.15 2.99 3.07  0.351
17 H 0.13 4.26 3.65  0.171
18 H 1.42 5.50 3.55  0.200
19 H 0.30 5.17 2.30  0.192

- LUMO energy: 0.89 eV
- Total charge: 0

***

Q) # C4H13NS

A cluster of 2 separate species, C4H13NS in total (wB97M-V/def2-TZVPD, the Open Molecules 2025 dataset).

Each line ends with the natural charge from an NBO analysis.
Element x y z (Å)
1 C 1.71 0.30 -1.42  -0.629
2 C 1.81 1.73 -0.84  -0.217
3 N 1.43 1.93 0.54  -0.829
4 H 0.73 0.09 -1.83  0.197
5 H 1.88 -0.43 -0.63  0.204
6 H 2.44 0.20 -2.22  0.210
7 H 1.24 2.43 -1.46  0.184
8 H 2.84 2.05 -0.96  0.182
9 H 0.44 1.73 0.69  0.348
10 H 1.95 1.34 1.17  0.351
11 C -1.42 -0.76 1.49  -0.620
12 C -2.39 -1.67 0.78  -0.505
13 S -1.74 -2.35 -0.78  -0.048
14 H -0.60 -1.36 1.89  0.214
15 H -0.96 -0.07 0.79  0.200
16 H -1.85 -0.18 2.31  0.215
17 H -2.59 -2.57 1.36  0.219
18 H -3.36 -1.22 0.55  0.213
19 H -1.58 -1.19 -1.44  0.110

- LUMO energy: 0.89 eV
- Total charge: 0

***

Result of the stability comparison: P) is the least stable of them.

***

P) # C4H13NS

A cluster of 2 separate species, C4H13NS in total (wB97M-V/def2-TZVPD, the Open Molecules 2025 dataset).

Each line ends with the natural charge from an NBO analysis.
Element x y z (Å)
1 C -1.80 1.64 -0.28  -0.620
2 C -0.80 1.16 0.76  -0.215
3 N 0.51 0.72 0.25  -0.599
4 C 1.49 0.48 1.32  -0.415
5 H -2.16 0.86 -0.95  0.223
6 H -2.64 2.05 0.27  0.218
7 H -1.41 2.46 -0.89  0.206
8 H -0.63 1.96 1.49  0.167
9 H -1.21 0.34 1.34  0.190
10 H 0.87 1.50 -0.30  0.363
11 H 1.69 1.39 1.88  0.181
12 H 2.43 0.19 0.85  0.214
13 H 1.12 -0.34 1.93  0.201
14 C 0.42 -2.91 -1.31  -0.727
15 S 0.73 -1.26 -2.02  -0.233
16 H 0.38 -3.64 -2.12  0.217
17 H 1.19 -3.21 -0.61  0.201
18 H -0.54 -2.89 -0.80  0.204
19 H 0.36 -0.48 -0.81  0.224

- LUMO energy: 0.85 eV
- Total charge: 0

***

Q) # C4H13NS

A cluster of 3 separate species, C4H13NS in total (wB97M-V/def2-TZVPD, the Open Molecules 2025 dataset).

Each line ends with the natural charge from an NBO analysis.
Element x y z (Å)
1 C 0.33 1.28 1.50  -0.622
2 C -0.87 0.40 1.19  -0.053
3 C -1.77 1.06 0.16  -0.628
4 N -0.43 -0.97 0.83  -0.829
5 H 1.07 0.78 2.14  0.219
6 H 0.90 1.46 0.58  0.214
7 H 0.00 2.22 1.93  0.209
8 H -1.45 0.26 2.12  0.183
9 H -1.26 1.24 -0.78  0.207
10 H -2.22 2.01 0.52  0.214
11 H -2.65 0.44 -0.05  0.202
12 H 0.15 -0.94 -0.02  0.351
13 H -1.25 -1.49 0.50  0.345
14 H -0.25 -0.46 -1.63  0.111
15 C 1.96 -1.60 -1.76  -0.744
16 S 1.53 0.18 -1.78  -0.034
17 H 1.63 -2.05 -2.71  0.214
18 H 3.04 -1.61 -1.80  0.223
19 H 1.56 -2.21 -0.94  0.220

- LUMO energy: -0.66 eV
- Total charge: 0

***

Result of the stability comparison: Q) is the least stable of them.

***

P) # C7H9NO4

An isolated molecule of C7H9NO4 (wB97M-V/def2-TZVPD, the Open Molecules 2025 dataset).

Each line ends with the natural charge from an NBO analysis.
Element x y z (Å)
1 C 3.36 1.59 0.43  -0.240
2 O 2.40 1.58 -0.59  -0.492
3 C 1.59 0.47 -0.66  0.194
4 C 1.75 -0.69 -0.04  -0.391
5 C 0.80 -1.71 -0.05  -0.168
6 C -0.58 -1.62 -0.09  -0.230
7 C -1.29 -0.35 -0.13  -0.265
8 C -2.63 -0.33 -0.14  0.354
9 O -3.48 -1.38 -0.16  -0.678
10 N -3.42 0.88 0.00  0.509
11 O -2.89 1.94 0.12  -0.346
12 O -4.60 0.65 0.13  -0.415
13 H 3.88 0.73 0.53  0.165
14 H 2.78 1.75 1.46  0.172
15 H 4.08 2.41 0.29  0.204
16 H 0.64 0.66 -1.38  0.201
17 H 2.81 -0.82 0.46  0.229
18 H 1.10 -2.81 0.05  0.223
19 H -1.25 -2.40 0.13  0.223
20 H -0.63 0.49 -0.26  0.240
21 H -4.39 -1.05 -0.09  0.513

- LUMO energy: -0.85 eV
- Total charge: 0

***

Q) # C7H9NO4

A cluster of 2 separate species, C7H9NO4 in total (wB97M-V/def2-TZVPD, the Open Molecules 2025 dataset).

Each line ends with the natural charge from an NBO analysis.
Element x y z (Å)
1 C 3.03 -0.95 0.67  -0.725
2 C 2.31 -1.44 -0.44  0.140
3 C 1.81 -1.93 -1.43  -0.013
4 N 1.10 -2.77 -2.28  0.507
5 O -0.09 -2.77 -2.17  -0.354
6 O 1.78 -3.45 -2.99  -0.347
7 H 3.84 -0.19 0.69  0.280
8 H 3.49 -1.85 1.13  0.254
9 H 2.26 -0.49 1.35  0.255
10 C -2.03 0.96 -1.29  -0.482
11 C -1.14 0.42 -0.47  0.328
12 C -1.47 -0.60 0.59  -0.668
13 O 0.25 0.71 -0.35  -0.523
14 C 1.04 1.08 -1.38  0.665
15 O 2.19 1.33 -1.17  -0.560
16 H -3.11 0.79 -1.15  0.223
17 H -1.84 1.72 -1.95  0.203
18 H -1.03 -0.27 1.59  0.225
19 H -0.78 -1.47 0.45  0.235
20 H -2.40 -1.03 0.72  0.233
21 H 0.51 1.15 -2.41  0.126

- LUMO energy: -0.29 eV
- Total charge: 0

***

Result of the stability comparison: Q) is the least stable of them.